Here is C3H2CdLiO3 as an isolated structure from the Open Molecules 2025 dataset. Energies are from wB97M-V/def2-TZVPD.

For the energy above the lowest of the compared OMol25 structures with the same formula, charge and spin, the calculation gives 0.00 kcal/mol.

ORCA input file:
```
! RIJCOSX wB97M-V def2-TZVPD def2/J DEFGRID3
* xyz 1 1
C -1.47202 1.03204 -0.76162
C -0.23846 0.56795 -0.86015
O 0.77085 0.77730 -1.55994
Cd 2.64083 0.56959 -1.02678
H -2.31200 0.38071 -0.57702
H -1.67639 2.09125 -0.77028
O -0.73511 -1.28291 1.58174
C 0.06426 -0.86533 0.84037
Li 1.56300 -2.46572 2.14459
O 1.39504 -0.80488 0.98910
*
```


Here is C20H22BFN10ORu as an isolated structure from the Open Molecules 2025 dataset. Energies are from wB97M-V/def2-TZVPD.

The expectation value of S² is 1.22. The calculation puts the energy at -43994.1840 eV.

ORCA input file:
```
! RIJCOSX wB97M-V def2-TZVPD def2/J DEFGRID3
* xyz 3 2
Ru 1.20543 -0.24675 0.03178
C -2.83627 1.51362 1.09644
C -1.45067 1.30697 1.41897
N -0.92914 0.47263 0.57398
N -1.95358 0.08091 -0.33462
C -3.06495 0.66936 -0.06442
B -1.66314 -1.08705 -1.36760
N -1.00939 -2.21474 -0.52816
C -1.33839 -3.48614 -0.27224
C -0.37395 -4.07169 0.53958
C 0.54551 -3.07914 0.76976
N 0.15504 -1.94111 0.14366
N -0.57775 -0.55985 -2.32496
C -0.54642 -0.52731 -3.65761
C 0.69430 -0.04417 -4.07397
C 1.39379 0.20443 -2.92057
N 0.60944 -0.09880 -1.84697
N -2.89762 -1.38892 -2.12154
C -3.71617 -2.47248 -2.34951
C -4.76342 -2.05465 -3.10494
C -4.52422 -0.68023 -3.33113
N -3.39249 -0.28520 -2.77839
H -3.55282 2.14761 1.60062
H -0.89598 1.73167 2.23886
H -3.96187 0.52177 -0.65300
H -2.23544 -3.93390 -0.65963
H -0.35909 -5.08585 0.90099
H 1.45018 -3.11244 1.35309
H -1.38430 -0.85746 -4.25063
H 1.02606 0.09964 -5.08821
H 2.39602 0.57500 -2.78968
H -3.52037 -3.46539 -1.98862
H -5.54362 -2.66145 -3.53163
H -5.11511 0.00826 -3.91604
C 4.79657 -0.89077 1.87421
C 3.40727 -0.43773 2.14480
O 2.41354 -0.91924 1.50492
N 3.17494 0.44954 3.07937
C 1.82773 0.91715 3.37250
C 1.48080 2.07074 2.46800
C 1.38657 3.36816 2.94379
C 1.11551 4.40311 2.05734
C 0.95606 4.12042 0.70979
C 1.03746 2.80365 0.29637
N 1.27859 1.81025 1.16203
H 4.79237 -1.84173 1.34987
H 5.36974 -0.97924 2.79632
H 5.28869 -0.15181 1.23592
H 3.95572 0.83959 3.59088
H 1.77274 1.20124 4.41955
H 1.13257 0.09848 3.19475
H 1.53103 3.56351 3.99874
H 1.04609 5.42179 2.41645
H 0.77400 4.90093 -0.01639
H 0.91258 2.53469 -0.74371
F 2.67986 0.74016 -0.56919
*
```


Here is C23H44Br6O15S3 as an isolated structure from the Open Molecules 2025 dataset. Energies are from wB97M-V/def2-TZVPD.

For the energy above the lowest of the compared OMol25 structures with the same formula, charge and spin, the calculation gives 0.00 kcal/mol.

ORCA input file:
```
! RIJCOSX wB97M-V def2-TZVPD def2/J DEFGRID3
* xyz 0 1
O -0.25542 -1.32308 4.46977
C -0.90978 -0.84626 5.39235
O -2.06186 -0.28500 5.21241
C -2.55821 0.43753 6.41164
C -1.71381 -0.13586 7.50399
C -0.55245 -0.85793 6.90264
H -3.59492 0.10449 6.46085
H -2.44220 1.51964 6.35107
H -2.32022 -0.90009 7.99010
H -1.45119 0.59893 8.26506
H -0.49272 -1.83660 7.37884
H 0.37446 -0.35166 7.17215
O -3.78934 0.56057 -3.46334
C -3.88389 1.70759 -3.08663
O -4.72211 2.69684 -3.57481
C -4.44625 3.95743 -2.93502
C -3.78984 3.56789 -1.54212
C -3.10861 2.23715 -1.90350
H -5.32012 4.59452 -2.79876
H -3.70239 4.42512 -3.58003
H -4.52550 3.42254 -0.75106
H -3.09650 4.31979 -1.16524
H -2.91848 1.47412 -1.14870
H -2.10886 2.51217 -2.23962
O 2.78873 -1.16046 -2.53542
C 3.37464 -1.90514 -1.80198
O 4.63529 -1.67939 -1.37874
C 5.12314 -2.69081 -0.58203
C 4.05272 -3.57427 -0.25794
C 2.98672 -3.20371 -1.21008
H 5.63041 -2.29525 0.29792
H 5.89236 -3.29131 -1.06761
H 3.69068 -3.41604 0.75793
H 4.37155 -4.61487 -0.31787
H 1.95467 -3.23965 -0.86122
H 3.10113 -3.91523 -2.02785
O 1.04876 -5.86890 1.44646
S -0.32063 -5.44973 0.98819
O -0.56914 -4.56064 -0.15925
O -1.28338 -6.86626 0.92025
C -0.92536 -7.89271 1.82838
C -2.01544 -9.03087 1.93958
C -1.10135 -4.56710 2.38706
H -0.64225 -7.52269 2.81379
H -0.05530 -8.42281 1.44099
H -1.94726 -9.65540 1.04883
H -2.96397 -8.56960 2.21452
H -1.82192 -9.55434 2.87587
H -2.09395 -4.29909 2.02513
H -0.47747 -3.70197 2.61166
H -1.18336 -5.35917 3.13137
O -0.19813 2.76491 -0.20025
S 1.14762 2.25385 -0.27107
O 2.23167 3.05727 0.26204
O 1.19352 0.70728 0.48636
C 0.03440 -0.10487 0.33688
C 0.19301 -1.40408 1.17435
C 1.56258 1.77256 -1.98148
H -0.08056 -0.29863 -0.72958
H -0.75647 0.50423 0.77461
H -0.67652 -2.05600 1.09055
H 0.51779 -1.23909 2.20167
H 1.06344 -1.94002 0.79589
H 2.49047 1.20093 -1.96208
H 1.62044 2.67789 -2.58573
H 0.79219 1.15528 -2.44362
O 1.02676 4.99121 -4.79332
S -0.33074 4.68612 -4.38586
O -1.00871 3.44757 -4.72363
O -0.49570 4.98550 -2.76306
C 0.06083 6.18659 -2.18857
C 0.32410 6.12431 -0.69304
C -1.43479 6.04288 -4.95369
H -0.75106 6.89351 -2.35951
H 0.96514 6.43101 -2.74585
H -0.53818 5.90265 -0.06419
H 0.81549 6.97392 -0.21891
H 0.98860 5.26261 -0.62968
H -2.25269 6.09579 -4.23512
H -1.78582 5.84903 -5.96725
H -1.01081 7.03290 -4.78573
C 4.51158 0.88060 2.25434
Br 5.14529 0.99465 0.45196
Br 5.90387 1.49686 3.55580
Br 3.66216 -0.87036 2.64126
H 3.68765 1.59400 2.23742
C 0.75100 1.00103 -6.01650
Br 0.68775 2.11161 -7.66573
Br 2.24876 -0.29901 -5.92609
Br -1.04235 0.16041 -5.64993
H 0.87661 1.68066 -5.17363
*
```